No. 1
46
Properties=species:S:1:pos:R:3:forces:R:3:mulliken_charge:R:1 method="wB97M-V/def2-TZVPD" total_charge=-2 energy_ha=-4847.47167 gap_ev="5.54 / 5.44" de_lowest_kj_mol=983.09
Sn 0.191 0.607 -2.380 -0.5 1.0 0.2 0.969
O 0.079 2.386 1.608 0.0 0.0 -0.1 -0.525
C 0.399 1.147 1.226 0.0 -0.1 0.0 0.193
O 0.885 0.905 0.142 -0.1 0.0 -0.1 -0.575
C 0.126 0.111 2.269 0.0 -0.1 0.0 0.454
C 0.514 0.291 3.587 0.0 0.0 0.0 -0.574
C 0.228 -0.736 4.478 0.0 0.0 0.0 -0.439
C -0.470 -1.841 4.028 0.2 0.0 0.0 -0.468
C -0.869 -1.896 2.693 -0.1 0.1 -0.2 0.253
N -0.532 -0.948 1.819 -0.1 0.0 0.1 0.381
C -1.833 -2.982 2.200 0.1 -0.2 0.2 0.222
O -1.578 -4.153 2.528 0.0 0.2 0.1 -0.749
O -2.807 -2.512 1.567 -0.1 -0.3 0.2 -0.732
H 0.073 2.929 0.800 0.0 0.0 0.0 0.449
H 1.026 1.193 3.895 0.0 0.0 0.0 0.439
H 0.542 -0.665 5.513 0.0 0.0 0.0 0.380
H -0.716 -2.670 4.677 0.0 0.0 0.0 0.464
Cl 3.046 -1.589 0.604 0.0 0.1 0.1 -0.183
C 3.023 -2.774 -0.622 -0.2 -0.4 0.3 -0.434
C 1.855 -3.159 -1.401 0.0 -0.2 -0.6 0.358
C 0.648 -2.562 -1.315 0.6 0.8 1.0 0.122
Cl -0.625 -2.043 -2.039 1.2 -1.0 -4.0 0.285
C 2.330 -4.187 -2.312 0.1 0.3 -0.4 -0.347
Cl 1.362 -4.983 -3.477 0.0 0.0 0.1 -0.217
C 3.653 -4.386 -2.100 0.1 -0.1 0.1 0.381
Cl 4.665 -5.526 -2.895 0.0 0.0 0.0 -0.251
C 4.090 -3.489 -1.057 0.0 0.0 0.0 0.401
Cl 5.704 -3.381 -0.476 0.0 0.0 0.0 -0.252
O -2.165 1.193 -0.128 0.1 -0.2 -0.6 -0.450
S -2.306 2.292 -1.066 0.1 -0.5 1.3 1.356
O -2.938 3.424 -0.426 0.0 0.5 -1.0 -0.776
O -0.963 2.579 -1.666 0.8 0.2 0.0 -0.716
C -3.226 1.787 -2.492 -0.2 0.2 0.1 -0.009
C -4.586 2.083 -2.517 0.0 -0.1 0.1 -0.613
C -5.373 1.745 -3.600 0.0 0.0 0.0 -0.622
C -4.781 1.098 -4.682 0.0 0.0 0.0 -0.414
C -3.432 0.816 -4.676 0.0 -0.1 0.0 -0.495
C -2.615 1.152 -3.585 0.2 0.0 -0.3 0.598
S -2.694 -1.613 -0.661 -1.9 -0.3 0.7 0.496
O -0.919 -2.140 -3.669 0.4 -0.1 2.5 -0.688
O -4.162 -1.623 -0.875 -0.2 0.3 0.0 -0.491
O -1.313 0.878 -3.699 -0.4 -0.2 0.2 -0.683
H -5.005 2.585 -1.655 0.0 0.0 0.0 0.401
H -6.430 1.980 -3.600 0.0 0.0 0.0 0.358
H -5.378 0.807 -5.539 0.0 0.0 0.0 0.333
H -2.953 0.310 -5.504 0.0 0.0 0.0 0.411

No. 2
16
Properties=species:S:1:pos:R:3:forces:R:3:mulliken_charge:R:1 method="wB97M-V/def2-TZVPD" total_charge=+1 energy_ha=-764.67906 gap_ev=9.36 de_lowest_kj_mol=262.03
C 0.126 0.104 -0.239 2.0 0.0 -2.6 0.107
C -0.391 1.450 1.298 -3.7 0.4 2.1 -0.151
C -0.260 -1.149 -1.236 2.1 0.3 1.0 -0.137
C 1.386 1.297 0.049 -0.6 -2.6 -2.6 0.070
C -0.913 -2.136 -0.253 -3.6 -0.7 -3.2 -1.096
N -0.819 0.409 0.543 0.1 0.5 0.8 -0.320
N 0.712 2.052 1.043 0.1 -1.0 -0.5 0.012
Cl 1.928 2.220 -1.381 -0.5 -0.6 0.9 -0.088
H -0.984 -0.643 -1.853 -0.2 0.0 -0.6 0.267
H -1.163 1.667 2.072 1.3 0.7 -0.2 0.435
H 0.554 -1.681 -1.870 -1.1 1.6 1.2 0.308
H 2.205 0.711 0.457 0.3 0.2 0.1 0.372
H -0.262 -2.245 0.545 0.9 -1.2 1.6 0.358
H -1.390 -3.067 -0.783 2.1 1.2 0.9 0.336
H -1.900 -1.751 0.041 0.7 0.4 0.6 0.303
H 1.172 2.763 1.566 0.1 0.7 0.5 0.225

No. 3
19
Properties=species:S:1:pos:R:3:forces:R:3:mulliken_charge:R:1 method="wB97M-V/def2-TZVPD" total_charge=+1 energy_ha=-1807.13295 gap_ev="8.21 / 8.21" de_lowest_kj_mol=48.83
C 1.005 -2.248 0.725 0.9 1.9 0.2 -0.865
C 2.580 -1.050 -1.316 -1.7 1.3 0.4 -0.684
C 0.627 -0.986 0.192 1.7 -0.8 -1.2 -0.091
C 1.380 -0.376 -0.856 1.2 -2.9 1.3 0.814
C 2.174 -2.824 0.236 -0.4 0.5 -0.3 0.526
C 2.960 -2.234 -0.793 -0.5 -1.6 0.2 0.147
C -0.460 1.083 -0.065 1.7 -5.9 1.3 0.418
N 0.533 -2.362 -4.329 5.2 0.2 1.4 -0.130
N 1.623 -2.324 -4.038 -5.2 -0.2 -1.4 0.145
N -0.410 -0.202 0.607 0.6 3.9 -2.9 -0.161
N -1.392 1.907 0.261 -4.8 1.5 0.1 -0.407
S 0.747 1.140 -1.264 -0.4 1.4 -0.4 -0.131
Cl 2.690 -4.283 0.865 0.2 -1.1 0.7 -0.140
Cl 4.265 -3.151 -1.545 -0.7 0.8 0.6 -0.145
H 0.649 -2.471 1.730 -0.3 -0.7 -0.5 0.299
H 3.203 -0.734 -2.103 0.3 1.0 -0.9 0.506
H -0.913 -0.308 1.436 -0.9 -0.4 1.5 0.256
H -2.411 1.518 0.495 3.1 1.0 -0.4 0.325
H -1.468 2.746 -0.317 0.0 -0.1 0.4 0.318

No. 4
13
Properties=species:S:1:pos:R:3:forces:R:3:mulliken_charge:R:1 method="wB97M-V/def2-TZVPD" energy_ha=-340.60958 gap_ev=9.04 de_lowest_kj_mol=486.59
C 0.414 0.193 2.103 0.2 0.5 -1.5 0.395
C 0.343 -1.277 -1.420 -1.5 2.0 2.8 -0.303
C -0.441 -0.071 -1.093 1.2 2.2 -3.1 0.780
C -0.631 1.216 -1.378 2.2 -0.9 -0.7 -1.264
N 0.852 -0.510 2.981 -1.5 -2.8 2.7 -0.529
N 0.299 0.796 1.043 0.4 -0.5 1.8 -0.460
O -1.119 -1.133 -0.959 -1.0 -2.9 0.5 -0.407
H 0.487 -1.436 -2.455 0.2 -0.8 -0.6 0.289
H 0.877 -1.607 -0.519 0.4 -0.4 -1.2 0.221
H 0.257 -1.315 3.446 1.6 2.4 -1.5 0.290
H -1.398 1.776 -0.971 -1.8 0.9 0.3 0.450
H 0.286 1.735 -1.664 -0.4 0.0 0.1 0.256
H -0.224 1.632 0.887 -0.1 0.3 0.2 0.282

No. 5
26
Properties=species:S:1:pos:R:3:forces:R:3:mulliken_charge:R:1 method="wB97M-V/def2-TZVPD" energy_ha=-390.60215 gap_ev=10.04 de_lowest_kj_mol=88.55
C -3.279 1.265 0.449 0.2 0.4 0.4 -0.672
C -2.054 2.043 0.928 1.4 -0.2 0.0 -0.654
H -3.926 1.936 -0.116 -0.1 -0.2 0.0 0.287
H -3.050 0.388 -0.142 0.1 0.0 -0.2 0.127
H -3.829 0.927 1.328 -0.1 -0.1 -0.1 0.263
H -1.151 1.463 1.189 -0.8 -0.4 0.0 0.035
H -1.578 2.708 0.194 -0.8 0.2 0.0 0.276
H -2.285 2.581 1.842 -0.1 0.4 -0.1 0.360
C -0.913 -1.308 -0.755 0.2 -1.8 -0.6 -0.499
C -0.629 -2.387 -1.846 1.0 -0.1 1.5 -1.303
C 0.348 -0.660 -0.222 -0.7 0.2 -0.6 1.137
C 0.451 -0.317 1.130 0.0 -0.5 -1.3 -0.795
C 1.325 -0.265 -1.133 0.4 0.6 0.5 -0.539
C 1.598 0.308 1.581 -0.2 0.6 0.9 -0.386
C 2.427 0.444 -0.657 0.1 -0.3 0.2 -0.445
C 2.605 0.677 0.698 0.0 -0.6 -0.4 -0.534
H -1.625 -0.604 -1.182 0.1 0.2 0.2 0.200
H -1.425 -1.940 -0.016 0.0 0.8 0.4 0.358
H -1.487 -3.038 -1.936 -0.6 0.5 -1.1 0.395
H -0.443 -0.564 1.694 0.5 0.1 0.6 0.416
H 1.234 -0.452 -2.196 -0.1 0.0 0.1 0.224
H 1.628 0.626 2.618 0.3 -0.3 0.0 0.351
H 3.222 0.815 -1.278 0.0 -0.2 -0.6 0.364
H 3.600 1.012 0.977 -0.5 0.4 0.5 0.368
H 0.057 -3.137 -1.442 0.5 0.3 0.3 0.370
H -0.094 -1.977 -2.696 -0.8 -0.2 -0.6 0.297

No. 6
47
Properties=species:S:1:pos:R:3:forces:R:3:mulliken_charge:R:1 method="wB97M-V/def2-TZVPD" total_charge=+1 energy_ha=-1103.01966 gap_ev=8.62 de_lowest_kj_mol=0.00
N -2.059 0.846 -0.415 0.1 0.4 0.6 -0.707
N 1.393 -2.057 5.832 0.5 -0.4 -0.2 -0.635
N -1.991 1.652 1.718 -0.8 -0.1 -1.1 -0.553
C -2.766 1.268 0.620 1.2 0.1 1.2 -0.438
C 1.218 -2.454 4.597 -0.4 0.4 1.3 -0.066
C -0.754 1.505 1.287 -1.6 -0.9 -1.2 0.065
C 0.362 -1.199 6.142 0.2 0.1 -1.4 -0.445
C -0.434 -1.030 5.048 -0.4 -0.3 0.4 -0.233
C 0.012 2.286 -4.370 0.1 1.0 0.5 -0.493
C -0.223 1.164 -5.129 0.3 -0.2 0.5 -0.660
C 0.404 -2.883 1.811 -0.5 0.6 0.2 -0.713
C -1.707 -1.886 2.463 -1.3 0.4 -0.8 -0.273
C 0.216 2.172 -2.974 -0.1 -0.8 -0.8 -0.991
C -0.138 -3.098 0.545 0.0 0.1 0.3 -0.969
C -2.254 -2.133 1.175 1.2 0.3 1.3 -0.830
C -0.240 -0.084 -4.488 -0.8 0.6 -1.4 -0.775
C -0.401 -2.213 2.793 -0.2 -0.5 -1.4 1.679
C 0.134 0.917 -2.353 -0.3 1.0 0.7 0.836
C -1.458 -2.716 0.206 0.8 -0.7 1.1 0.589
C -0.196 -0.216 -3.125 1.1 0.3 0.5 0.845
N 0.062 -1.915 4.062 0.9 0.7 0.8 0.081
N -0.795 1.005 0.016 1.8 0.7 0.6 0.899
C 0.402 0.847 -0.828 0.0 -1.0 -1.2 -1.362
C -1.981 -2.884 -1.167 -0.5 -0.9 0.6 -1.174
C -0.360 -1.576 -2.477 1.8 1.3 -1.3 -0.791
N -1.651 -1.600 -1.843 -1.2 -0.7 -0.2 0.333
H -3.840 1.307 0.597 -0.1 0.0 0.1 0.431
H 1.875 -3.141 4.075 -0.3 0.1 0.1 0.289
H 0.157 1.668 1.834 0.1 0.1 0.0 0.428
H 0.289 -0.656 7.070 0.1 -0.2 0.1 0.389
H -1.293 -0.352 5.021 0.3 -0.7 -0.7 0.330
H 0.045 3.270 -4.880 0.0 -0.7 0.6 0.360
H -0.367 1.277 -6.200 0.1 -0.3 0.1 0.406
H 1.448 -3.183 2.005 -0.8 0.2 -0.1 0.217
H -2.367 -1.395 3.194 0.5 -0.3 -0.3 0.276
H 0.451 3.048 -2.391 0.0 0.1 0.1 0.474
H 0.495 -3.579 -0.205 -0.2 0.1 0.2 0.418
H -3.268 -1.820 0.962 -0.1 -0.1 0.0 0.390
H -0.379 -0.918 -5.153 -0.1 -0.6 0.1 0.403
H 0.891 -0.121 -0.609 -0.3 0.3 0.1 0.174
H 1.141 1.600 -0.563 -0.3 0.2 0.1 0.732
H -3.075 -3.051 -1.097 0.6 0.4 -0.4 0.425
H -1.537 -3.763 -1.673 -0.1 0.8 -0.1 0.460
H 0.460 -1.698 -1.780 -0.3 -0.4 0.4 0.107
H -0.281 -2.325 -3.246 -0.2 -0.5 -0.1 0.759
H -1.685 -0.837 -1.146 -0.5 0.2 -0.1 -0.127
H -2.346 -1.361 -2.548 -0.1 0.1 -0.1 0.440

No. 7
8
Properties=species:S:1:pos:R:3:forces:R:3:mulliken_charge:R:1 method="wB97M-V/def2-TZVPD" energy_ha=-623.14890 gap_ev=6.90 de_lowest_kj_mol=63.53
C 1.180 -0.008 -0.015 4.5 0.7 -0.1 0.203
C -0.781 0.742 -0.014 0.5 1.2 0.0 0.028
C -0.806 -0.739 -0.008 1.8 -0.7 0.3 0.022
H -1.685 1.391 -0.024 1.0 -0.4 0.0 0.353
H -1.682 -1.407 0.101 0.7 0.5 -0.3 0.355
N 0.461 1.188 -0.005 -2.8 -0.4 -0.1 -0.412
N 0.451 -1.164 -0.030 -3.1 -0.7 0.1 -0.391
S 2.862 -0.004 -0.004 -2.5 -0.1 0.0 -0.158

No. 8
79
Properties=species:S:1:pos:R:3:forces:R:3:mulliken_charge:R:1 method="wB97M-V/def2-TZVPD" total_charge=+2 energy_ha=-4539.34518 gap_ev=7.46 de_lowest_kj_mol=0.00
N 5.884 1.624 1.265 0.1 0.1 0.0 -0.497
C 5.235 0.934 2.199 -0.3 -0.3 -0.1 -0.540
C 4.306 -0.074 1.895 0.0 0.0 -0.6 -0.313
C 4.062 -0.386 0.532 0.8 0.9 0.1 0.944
C 4.752 0.371 -0.441 0.2 0.1 0.4 -0.432
C 5.661 1.354 -0.023 -0.6 -0.6 0.1 -0.622
C 3.151 -1.460 0.138 -0.5 -0.2 -1.0 -0.972
Ba 0.684 0.204 1.184 1.0 -0.1 -0.5 2.009
P -1.959 -0.754 -0.113 -0.2 -0.3 -0.5 0.477
C 2.509 -1.506 -1.069 0.6 0.0 0.9 -0.023
C 1.526 -2.516 -1.436 -0.9 -0.4 -0.3 0.972
C 1.121 -2.623 -2.791 0.3 -0.1 0.6 -0.568
C 0.285 -3.648 -3.207 -0.2 -0.2 0.3 -0.637
C -0.254 -4.520 -2.250 0.3 -0.2 0.0 -0.384
C 0.094 -4.415 -0.895 0.1 0.3 -0.3 -0.537
C 0.958 -3.397 -0.484 0.0 -0.1 -0.6 -0.321
Br -1.446 -5.901 -2.807 0.4 0.5 0.2 -0.055
H 3.064 -2.301 0.838 -0.2 0.4 -0.1 0.577
H 2.773 -0.805 -1.875 -0.2 0.0 0.6 0.048
H 3.829 -0.636 2.707 0.2 0.1 -0.3 0.470
H 4.642 0.163 -1.509 0.1 0.0 0.4 0.524
H 5.484 1.158 3.245 -0.1 0.0 -0.5 0.373
H 6.243 1.908 -0.763 -0.2 -0.1 0.3 0.401
H 1.508 -1.900 -3.513 0.0 -0.3 0.1 0.412
H 1.220 -3.306 0.575 -0.1 -0.2 -0.4 0.330
H 0.063 -3.791 -4.261 -0.1 0.1 0.2 0.461
H -0.282 -5.148 -0.187 -0.1 0.2 -0.1 0.507
P 0.550 2.699 -0.812 0.1 1.0 -0.4 0.678
C -2.239 -2.137 1.066 0.0 0.0 0.2 -0.165
C -3.201 -3.245 0.651 -0.3 -0.4 0.3 -1.432
H -2.569 -1.693 2.016 0.1 0.0 -0.1 0.524
H -1.246 -2.577 1.270 -0.2 0.0 0.0 0.294
H -3.282 -3.958 1.483 0.0 0.1 -0.2 0.432
H -4.217 -2.875 0.461 0.4 -0.1 0.0 0.265
H -2.855 -3.808 -0.224 -0.1 0.2 0.1 0.210
C -2.224 -1.516 -1.772 0.4 0.2 -0.2 0.338
C -3.655 -1.595 -2.302 -0.1 -0.3 -0.2 -1.484
H -1.772 -2.521 -1.744 -0.1 0.4 0.1 -0.672
H -1.592 -0.932 -2.468 -0.3 -0.2 0.2 0.220
H -3.618 -2.023 -3.314 -0.1 0.2 0.2 0.459
H -4.283 -2.269 -1.700 0.2 0.3 -0.2 0.216
H -4.132 -0.608 -2.365 0.1 -0.3 0.0 0.324
C -3.340 0.435 0.123 0.1 0.1 0.1 -0.363
C -4.672 -0.132 0.592 -0.5 0.2 -0.1 -1.476
H -3.471 0.965 -0.834 0.1 -0.1 0.2 0.449
H -2.975 1.193 0.841 -0.2 -0.2 -0.2 0.165
H -5.371 0.705 0.717 0.0 -0.2 0.1 0.457
H -5.118 -0.808 -0.149 0.2 0.2 0.3 0.242
H -4.598 -0.651 1.554 0.0 0.1 -0.2 0.298
C -0.243 4.193 -0.069 0.1 -0.2 0.0 -0.784
C -1.670 3.935 0.414 -0.2 0.3 0.0 -1.033
H -0.222 4.986 -0.838 0.0 -0.2 0.4 0.429
H 0.397 4.510 0.771 -0.3 0.0 -0.3 0.370
H -2.071 4.851 0.864 0.0 -0.3 -0.1 0.472
H -2.346 3.651 -0.404 0.2 0.0 0.2 0.275
H -1.715 3.144 1.177 0.1 0.1 -0.1 0.016
C -0.234 2.672 -2.483 -0.1 -0.1 0.3 -0.798
C 0.292 1.544 -3.367 0.0 0.0 -0.3 -1.169
H -0.055 3.658 -2.945 -0.1 -0.3 0.1 0.578
H -1.319 2.568 -2.321 0.3 0.0 -0.1 0.412
H -0.277 1.512 -4.303 0.1 0.0 0.1 0.441
H 1.343 1.688 -3.641 -0.1 0.0 0.1 0.356
H 0.195 0.560 -2.890 0.0 0.1 0.0 0.011
C 2.200 3.427 -1.204 -0.1 -0.2 -0.2 -0.538
C 3.021 3.812 0.029 0.2 0.1 0.0 -1.377
H 2.009 4.308 -1.843 0.2 -0.3 0.2 0.439
H 2.737 2.675 -1.805 -0.1 0.3 0.1 0.365
H 4.033 4.094 -0.287 -0.2 0.0 0.2 0.375
H 2.596 4.671 0.565 0.1 -0.3 -0.2 0.362
H 3.129 2.981 0.743 0.0 0.1 -0.1 0.241
N -1.411 0.723 4.210 0.7 -0.4 -0.7 -0.128
C -1.359 0.425 5.518 0.3 -0.6 -0.4 -0.279
C -0.407 -0.581 5.657 -0.1 0.0 0.0 -0.754
C 0.070 -0.843 4.369 -0.8 1.2 -0.4 -0.419
N -0.520 -0.018 3.456 -0.9 -0.2 2.0 -0.008
H -2.066 1.337 3.736 0.3 -0.1 0.3 0.133
H -2.018 0.896 6.239 0.2 -0.1 -0.2 0.461
H -0.115 -1.080 6.564 0.0 0.0 0.0 0.402
H 0.794 -1.578 4.042 0.0 0.1 0.1 0.568

No. 9
12
Properties=species:S:1:pos:R:3:forces:R:3:mulliken_charge:R:1 method="wB97M-V/def2-TZVPD" total_charge=+1 energy_ha=-247.82970 gap_ev=10.15 de_lowest_kj_mol=148.36
C -0.075 -0.802 -0.674 0.3 3.1 0.3 -0.012
N -0.236 -0.935 0.605 1.3 -1.3 -1.7 -0.161
H 0.535 -1.415 -1.364 -0.3 0.1 0.8 0.350
H -0.376 0.292 -1.066 -0.1 -3.1 0.5 0.187
H -0.891 -0.269 1.035 0.7 0.0 1.1 0.335
H 0.338 -1.639 1.176 -1.6 1.1 -1.0 0.307
H -1.594 0.153 3.302 -0.6 -0.6 0.9 0.334
H -1.293 1.511 2.756 0.1 0.2 0.0 0.335
O -1.027 0.589 2.687 0.3 0.5 -0.8 -0.691
H 1.392 0.889 -3.517 0.3 -0.8 -1.3 0.342
H 1.463 1.198 -2.183 1.2 -1.4 0.1 0.318
O 1.763 0.428 -2.757 -1.4 2.3 1.3 -0.643